{
  "formula": "C2H5IO",
  "method": "wB97M-V/def2-TZVPD",
  "species": ["C", "C", "O", "I", "H", "H", "H", "H", "H"],
  "coordinates": [[0.234699, 0.957691, 0.152022], [0.126772, -0.545246, 0.130228], [0.095939, -1.142559, -1.136480], [-1.669003, -1.287036, 1.334060], [-0.101388, 1.520473, -0.719944], [-0.340135, 1.363317, 1.111264], [1.364065, 1.124113, 0.207352], [1.055334, -0.976279, 0.613801], [-0.766282, -1.014473, -1.692303]],
  "atomic_forces_ev_per_a": [[0.36, 1.20, 2.28], [0.12, -1.25, -0.56], [-1.76, 0.22, -1.08], [0.84, 0.33, -0.46], [-0.36, -0.50, -0.03], [1.63, -0.60, -2.06], [-1.53, 0.30, 0.20], [-1.51, 0.20, -0.27], [2.20, 0.08, 1.99]],
  "nbo_charge": [-0.69, 0.09, -0.72, -0.07, 0.23, 0.24, 0.23, 0.20, 0.49],
  "gap_ha": 0.358,
  "homo_ev": -9.4,
  "smiles": "C[C@H](O)I",
  "lumo_energy_ev": 0.331
}

{
  "formula": "CH2N2OS2",
  "method": "wB97M-V/def2-TZVPD",
  "species": ["C", "N", "N", "O", "S", "S", "H", "H"],
  "coordinates": [[1.650734, -0.036646, 0.035583], [0.786148, -0.789430, -0.416613], [-0.226370, -1.386021, -0.192222], [-3.068191, 1.440039, -0.300929], [-1.663032, -0.877487, 0.275483], [-1.761941, 1.106362, 0.214155], [1.882920, 0.297967, 1.040700], [2.399730, 0.245217, -0.656154]],
  "atomic_forces_ev_per_a": [[1.95, 1.27, 0.74], [1.81, 0.96, -1.93], [-2.16, -3.25, 0.80], [-2.26, 0.74, -0.98], [-1.29, -0.35, 0.55], [2.11, 0.47, 1.00], [-0.89, -0.20, 0.55], [0.73, 0.37, -0.74]],
  "nbo_charge": [-0.15, -0.10, -0.39, -0.88, 0.40, 0.76, 0.18, 0.19],
  "gap_ha": [0.293, 0.244],
  "homo_ev": [-8.5, -7.8],
  "lumo_energy_ev": [-0.539, -1.153]
}

{
  "formula": "C3H7F",
  "method": "wB97M-V/def2-TZVPD",
  "species": ["C", "C", "C", "F", "H", "H", "H", "H", "H", "H", "H"],
  "coordinates": [[0.586472, 1.233536, 0.313941], [-0.587148, -1.378728, 0.203426], [0.769935, -0.049703, -0.495766], [1.925690, -0.710665, -0.160423], [-0.005128, 2.018297, -0.372719], [0.106124, 1.223531, 1.253618], [1.657678, 1.621379, 0.356293], [-1.281779, -1.516732, -0.631683], [-1.089250, -0.760585, 0.933542], [-0.158526, -2.306504, 0.585535], [0.868544, -0.048822, -1.512367]],
  "atomic_forces_ev_per_a": [[1.19, 2.05, -4.13], [1.41, 2.95, -2.27], [-2.78, -3.45, 5.12], [1.03, 0.08, 0.75], [1.23, -1.68, 1.51], [-0.28, -0.54, 0.98], [-1.39, -0.07, 0.39], [0.22, -0.31, 0.19], [0.02, -0.15, 0.42], [0.27, 0.43, -0.21], [-0.91, 0.69, -2.75]],
  "nbo_charge": [-0.67, -0.64, 0.27, -0.38, 0.22, 0.22, 0.23, 0.20, 0.19, 0.21, 0.16],
  "gap_ha": 0.395,
  "homo_ev": -9.6,
  "lumo_energy_ev": 1.170
}

{
  "formula": "C25H43BrN2P2Sr",
  "method": "wB97M-V/def2-TZVPD",
  "species": ["N", "C", "C", "C", "C", "C", "C", "Sr", "P", "C", "C", "C", "C", "C", "C", "C", "Br", "H", "H", "H", "H", "H", "H", "H", "H", "H", "H", "P", "C", "C", "H", "H", "H", "H", "H", "C", "C", "H", "H", "H", "H", "H", "C", "C", "H", "H", "H", "H", "H", "C", "C", "H", "H", "H", "H", "H", "C", "C", "H", "H", "H", "H", "H", "C", "C", "H", "H", "H", "H", "H", "N", "H", "H", "H"],
  "coordinates": [[-5.122433, 4.885032, -2.242111], [-4.588957, 5.404711, -1.133843], [-3.275774, 5.123557, -0.726210], [-2.486378, 4.250569, -1.514305], [-3.081968, 3.720331, -2.689734], [-4.390404, 4.084007, -3.020179], [-1.126658, 3.890132, -1.119214], [1.003957, 2.999163, 0.304884], [4.466312, 0.583412, 0.491667], [-0.538868, 2.742336, -1.681020], [-1.054841, 1.397708, -1.454822], [-0.417739, 0.306113, -2.105379], [-0.683503, -0.985856, -1.712778], [-1.501708, -1.260197, -0.587015], [-2.298792, -0.201223, -0.088941], [-2.094434, 1.106286, -0.534456], [0.670418, -0.083850, 1.067064], [-0.569515, 4.695299, -0.576271], [0.270769, 2.824474, -2.421001], [-2.895163, 5.538996, 0.209806], [-2.539836, 3.037232, -3.345154], [-5.225513, 6.069543, -0.535843], [-4.848491, 3.706028, -3.939829], [0.344980, 0.493177, -2.868406], [-2.662152, 1.934353, -0.083577], [-0.216834, -1.815705, -2.244720], [-3.023425, -0.410592, 0.709007], [-1.525631, -2.952598, 0.109034], [3.711040, 2.237536, 0.565141], [4.748088, 3.296982, 0.965171], [2.943056, 2.142302, 1.368376], [3.291006, 2.484437, -0.441975], [4.265420, 4.223945, 1.292580], [5.365092, 2.937401, 1.796769], [5.421971, 3.546081, 0.133635], [3.660699, -0.279419, -0.914410], [4.433166, -1.562194, -1.245301], [3.648676, 0.412319, -1.770189], [2.616648, -0.485665, -0.617216], [4.097375, -1.989210, -2.197958], [5.508507, -1.361310, -1.331611], [4.300588, -2.324353, -0.466504], [3.828417, -0.450475, 1.890589], [4.799340, -0.872101, 2.991530], [3.425301, -1.356224, 1.422094], [2.966086, 0.073571, 2.320256], [4.286692, -1.564880, 3.670684], [5.669121, -1.394547, 2.583798], [5.151961, -0.028943, 3.588427], [-1.259560, -2.903115, 1.892763], [-1.013606, -4.273591, 2.532520], [-2.142138, -2.418493, 2.337803], [-0.417069, -2.213859, 2.059087], [-1.947669, -4.850278, 2.616206], [-0.296741, -4.888770, 1.972981], [-0.611738, -4.147138, 3.541986], [-0.108607, -3.757436, -0.673140], [-0.440766, -4.412270, -2.009760], [0.284344, -4.508725, 0.026027], [0.671335, -2.996602, -0.786905], [-1.168186, -5.223987, -1.887079], [-0.855546, -3.695259, -2.727676], [0.462198, -4.839143, -2.457981], [-3.086434, -3.779945, -0.247612], [-4.292242, -3.228216, 0.517233], [-2.943050, -4.843241, -0.001740], [-3.252653, -3.741923, -1.333713], [-4.570738, -2.223930, 0.171394], [-5.155007, -3.888560, 0.357430], [-4.106977, -3.184999, 1.599066], [-0.462692, 2.908786, 2.444474], [-1.466591, 2.965546, 2.238816], [-0.286554, 3.457475, 3.292331], [-0.258948, 1.919957, 2.654915]],
  "atomic_forces_ev_per_a": [[-0.06, 0.18, -0.06], [0.53, -0.17, 0.03], [-0.22, -0.22, -0.33], [-1.41, -0.29, 1.20], [0.12, 0.13, 0.22], [0.54, 0.00, 0.51], [-0.11, -0.07, -1.95], [0.60, -1.13, 1.39], [1.98, -1.39, -0.32], [-1.19, 0.80, -0.05], [-0.82, -1.00, -0.91], [-0.28, 0.67, 0.20], [-0.33, -0.73, 0.49], [-0.76, 0.67, -1.01], [0.21, -0.24, -0.10], [0.26, -0.14, 0.19], [0.46, 1.24, 0.60], [-0.14, 0.03, -1.13], [0.81, -0.01, 1.09], [-0.06, -0.03, -0.33], [-0.04, 0.30, 0.19], [0.24, -0.33, -0.30], [0.07, 0.17, 0.39], [-0.35, -0.06, 0.18], [0.22, -0.52, -0.22], [0.08, 0.47, 0.21], [0.32, 0.28, -0.35], [0.36, 0.75, -0.16], [-0.49, 0.48, 0.47], [0.03, 0.23, 0.00], [0.21, 0.20, -0.30], [0.17, -0.23, 0.42], [0.07, 0.04, -0.02], [-0.15, 0.04, -0.19], [-0.21, -0.22, 0.23], [-0.56, 0.19, 0.04], [0.04, -0.01, -0.13], [0.09, -0.19, 0.06], [0.35, -0.06, -0.41], [0.02, 0.04, 0.21], [-0.23, -0.04, 0.00], [0.03, 0.17, -0.15], [-0.42, 0.29, 0.31], [0.12, -0.01, -0.06], [-0.04, 0.21, 0.02], [0.18, -0.26, 0.05], [0.12, 0.15, -0.11], [-0.05, 0.12, 0.05], [0.03, -0.02, -0.08], [0.03, 0.42, 0.25], [-0.27, -0.42, -0.04], [0.24, -0.08, -0.09], [-0.22, -0.25, -0.12], [0.30, 0.16, -0.02], [-0.14, 0.22, 0.19], [-0.11, 0.03, -0.19], [0.14, -0.44, 0.14], [-0.13, -0.21, -0.35], [-0.14, 0.21, -0.16], [-0.11, -0.07, 0.21], [0.18, 0.17, -0.07], [0.02, -0.20, 0.09], [-0.16, 0.07, 0.12], [-0.10, -0.45, -0.27], [-0.19, 0.15, 0.13], [0.07, 0.20, 0.00], [0.08, 0.04, 0.24], [0.08, -0.26, 0.07], [0.26, 0.22, 0.03], [-0.09, -0.05, -0.28], [-0.10, 0.03, 0.10], [0.39, -0.03, 0.28], [-0.19, -0.25, -0.30], [-0.16, 0.32, -0.02]],
  "mulliken_charge": [-0.52, -0.35, -0.47, 0.05, -0.32, -0.39, 0.85, 1.75, -0.23, -2.39, 2.01, -1.07, -0.58, 0.05, -1.25, -0.42, -0.46, 0.48, 0.39, 0.36, 0.39, 0.37, 0.38, 0.51, 0.59, 0.21, 0.49, 1.21, -0.12, -1.54, 0.09, 0.53, 0.30, 0.39, 0.38, 0.53, -1.43, 0.42, -0.48, 0.39, 0.45, 0.30, 0.14, -1.44, 0.14, 0.16, 0.37, 0.37, 0.33, -0.33, -1.29, 0.50, 0.12, 0.33, 0.30, 0.42, -0.67, -1.38, 0.49, 0.31, 0.38, 0.32, 0.41, -0.64, -1.21, 0.46, 0.48, 0.29, 0.40, 0.33, -0.65, 0.22, 0.26, 0.25],
  "gap_ha": [0.180, 0.179],
  "homo_ev": [-12.6, -12.6],
  "charge": 2,
  "lumo_energy_ev": [-7.667, -7.678]
}

{
  "formula": "C4H12NS",
  "method": "wB97M-V/def2-TZVPD",
  "species": ["C", "S", "N", "C", "C", "C", "H", "H", "H", "H", "H", "H", "H", "H", "H", "H", "H", "H"],
  "coordinates": [[1.384269, -0.970003, 1.694488], [1.603841, -0.366778, -0.062379], [-0.100029, 0.224796, -0.476580], [-0.590834, 1.271929, 0.562318], [0.112561, 0.808635, -1.756580], [-0.988262, -0.901300, -0.536346], [2.298262, -1.598740, 1.925534], [0.642108, -1.669536, 1.531976], [1.116081, -0.427054, 2.553669], [-1.164455, 0.678527, 1.233021], [0.287233, 1.529289, 1.121497], [-1.212398, 1.912987, 0.027996], [-0.849660, 1.226157, -2.075539], [0.865934, 1.673407, -1.650488], [0.307969, 0.015742, -2.573776], [-0.749278, -1.658381, -1.284783], [-1.047262, -1.367000, 0.472431], [-1.916079, -0.382678, -0.706458]],
  "atomic_forces_ev_per_a": [[2.08, -1.25, -1.76], [-0.04, 0.47, 1.63], [2.70, -0.40, 2.21], [1.29, -3.12, -0.24], [0.22, 1.47, -2.99], [-1.43, -0.77, 1.20], [-0.80, 0.95, -0.48], [-1.56, -1.77, 0.12], [0.01, 1.75, 0.56], [-0.76, -0.24, 0.65], [0.21, 1.28, -0.20], [-0.59, 1.72, -0.51], [0.14, 0.22, 0.03], [-1.00, -1.60, -0.54], [0.41, 1.29, 1.55], [0.14, 0.43, -0.02], [-0.01, 0.22, -0.83], [-1.00, -0.64, -0.39]],
  "nbo_charge": [-0.75, 0.43, -0.30, -0.39, -0.47, -0.43, 0.28, 0.21, 0.24, 0.22, 0.25, 0.24, 0.23, 0.26, 0.26, 0.25, 0.23, 0.22],
  "gap_ha": 0.385,
  "homo_ev": -14.1,
  "smiles": "CS[N+](C)(C)C",
  "charge": 1,
  "lumo_energy_ev": -3.626
}

In order of appearance, ΔE to the lowest compared entry with this formula, charge and spin = 11.89 78.57 51.03 15.76 51.71 kcal/mol.